Entry 1:
C52H95F9O36 | wB97M-V/def2-TZVPD

Cartesian coordinates (Å):
C 3.10 -14.01 -20.32
C 1.86 -14.02 -19.36
O 1.26 -12.73 -19.23
C 0.07 -12.47 -19.66
O -0.79 -13.31 -20.03
O -0.12 -11.18 -19.50
C -1.50 -10.65 -19.42
H 2.88 -13.44 -21.22
H 3.30 -15.02 -20.69
H 3.95 -13.49 -19.88
H 2.22 -14.39 -18.40
H 1.15 -14.73 -19.80
H -1.53 -9.83 -18.70
H -2.26 -11.35 -19.08
H -1.81 -10.20 -20.37
C 5.18 -16.60 -13.02
C 4.93 -15.38 -13.85
O 3.57 -15.36 -14.18
C 3.04 -14.27 -14.74
O 3.64 -13.26 -15.15
O 1.72 -14.42 -14.77
C 0.86 -13.42 -15.33
H 4.59 -16.51 -12.11
H 6.25 -16.68 -12.83
H 4.89 -17.52 -13.53
H 5.56 -15.46 -14.72
H 5.18 -14.48 -13.29
H 1.32 -12.44 -15.28
H 0.08 -13.17 -14.62
H 0.33 -13.63 -16.26
C 7.61 -7.39 -22.86
C 8.51 -8.61 -22.58
O 9.49 -8.42 -21.62
C 10.59 -7.66 -21.82
O 10.92 -7.19 -22.90
O 11.40 -7.64 -20.64
C 12.62 -6.97 -20.70
H 8.03 -6.39 -22.75
H 6.70 -7.33 -22.26
H 7.27 -7.45 -23.90
H 9.00 -8.93 -23.50
H 8.03 -9.52 -22.22
H 12.46 -5.92 -20.93
H 13.37 -7.45 -21.33
H 13.03 -7.09 -19.70
C 7.22 -18.71 -22.19
C 7.01 -17.95 -20.86
O 6.57 -16.59 -20.95
C 7.32 -15.61 -21.54
O 8.51 -15.79 -21.99
O 6.51 -14.52 -21.71
C 7.02 -13.28 -22.17
H 6.23 -18.99 -22.54
H 7.88 -19.57 -22.09
H 7.49 -18.01 -22.98
H 7.90 -18.03 -20.24
H 6.26 -18.57 -20.36
H 7.59 -13.62 -23.03
H 7.76 -12.87 -21.49
H 6.23 -12.57 -22.44
C 9.56 -14.90 -14.79
C 10.33 -13.93 -15.62
O 10.94 -12.96 -14.85
C 10.88 -11.68 -15.30
O 10.33 -11.33 -16.38
O 11.64 -10.91 -14.57
C 11.48 -9.54 -14.59
H 9.16 -15.79 -15.28
H 8.70 -14.48 -14.26
H 10.17 -15.42 -14.04
H 9.70 -13.74 -16.49
H 11.21 -14.44 -16.01
H 11.86 -9.13 -13.66
H 10.40 -9.36 -14.64
H 12.00 -8.97 -15.37
C 6.65 -11.18 -28.17
C 7.62 -10.58 -27.20
O 7.07 -9.53 -26.38
C 6.28 -9.86 -25.23
O 6.47 -10.90 -24.53
O 5.54 -8.93 -24.93
C 4.58 -9.10 -23.87
H 6.35 -10.47 -28.95
H 5.77 -11.66 -27.75
H 7.34 -11.77 -28.78
H 8.40 -10.18 -27.86
H 8.06 -11.24 -26.45
H 3.90 -8.25 -23.84
H 5.02 -9.24 -22.88
H 3.89 -9.92 -24.09
C 6.89 -15.88 -17.53
C 5.29 -15.95 -17.68
O 4.96 -16.95 -16.73
C 5.05 -18.28 -17.08
O 5.29 -18.76 -18.18
O 4.69 -18.94 -15.95
C 4.63 -20.29 -15.85
H 7.32 -16.85 -17.80
H 7.14 -15.67 -16.49
H 7.44 -15.19 -18.17
H 5.11 -16.25 -18.71
H 4.71 -15.05 -17.46
H 4.19 -20.63 -16.79
H 3.89 -20.51 -15.08
H 5.56 -20.83 -15.67
C 5.77 -6.95 -13.58
C 7.05 -6.44 -14.25
O 7.74 -7.42 -14.88
C 8.59 -7.20 -15.92
O 9.11 -6.15 -16.29
O 8.89 -8.47 -16.29
C 9.54 -8.63 -17.54
H 5.45 -6.24 -12.81
H 5.77 -7.95 -13.15
H 5.15 -7.02 -14.47
H 7.58 -5.99 -13.41
H 6.93 -5.60 -14.94
H 10.60 -8.69 -17.30
H 9.35 -7.83 -18.26
H 9.27 -9.58 -17.99
C 2.81 -9.73 -16.83
C 1.36 -10.08 -16.62
O 0.78 -9.65 -15.41
C -0.45 -10.00 -15.11
O -1.13 -10.86 -15.72
O -0.83 -9.52 -13.90
C -1.93 -10.10 -13.18
H 3.34 -10.34 -16.11
H 3.06 -8.67 -16.76
H 3.14 -10.02 -17.83
H 1.17 -11.14 -16.76
H 0.76 -9.73 -17.46
H -1.68 -11.15 -13.01
H -2.79 -10.19 -13.84
H -2.06 -9.49 -12.29
C 3.03 -9.72 -12.83
C 2.69 -10.25 -11.45
O 2.96 -11.62 -11.34
C 2.05 -12.54 -11.81
O 0.95 -12.22 -12.23
O 2.53 -13.73 -11.58
C 1.72 -14.82 -11.43
H 2.65 -10.30 -13.67
H 4.11 -9.70 -12.98
H 2.71 -8.68 -12.76
H 1.66 -10.00 -11.19
H 3.33 -9.73 -10.75
H 1.34 -14.85 -10.41
H 2.28 -15.74 -11.66
H 0.79 -14.68 -11.97
C 7.13 -13.40 -11.83
C 6.44 -12.07 -11.26
O 7.32 -10.92 -11.45
C 7.11 -9.82 -10.73
O 6.28 -9.73 -9.76
C 8.04 -8.62 -11.07
F 8.86 -8.33 -10.06
F 8.69 -8.85 -12.18
F 7.28 -7.54 -11.27
H 7.44 -13.38 -12.88
H 6.52 -14.29 -11.65
H 8.06 -13.48 -11.27
H 6.10 -12.24 -10.24
H 5.54 -11.85 -11.83
C 5.56 -10.45 -19.87
C 5.96 -11.58 -18.88
O 6.03 -11.04 -17.59
C 6.54 -11.63 -16.47
O 7.00 -12.77 -16.46
C 6.48 -10.80 -15.15
F 5.67 -11.33 -14.29
F 7.66 -10.72 -14.59
F 6.05 -9.58 -15.37
H 6.25 -9.62 -19.72
H 4.53 -10.10 -19.73
H 5.66 -10.69 -20.93
H 6.89 -12.07 -19.19
H 5.17 -12.33 -18.89
C 10.15 -13.88 -19.48
C 10.78 -12.95 -20.58
O 11.37 -11.87 -19.96
C 12.63 -11.92 -19.45
O 13.31 -12.95 -19.51
C 13.25 -10.60 -18.93
F 14.14 -10.85 -17.93
F 13.85 -9.96 -19.98
F 12.24 -9.77 -18.49
H 9.08 -13.77 -19.32
H 10.81 -14.00 -18.62
H 10.35 -14.92 -19.74
H 9.92 -12.59 -21.15
H 11.54 -13.49 -21.15

Properties
* net charge: 0
* LUMO level: 0.201 eV
* gap between HOMO and LUMO: 0.3832 Ha



Entry 2:
C53H100Cl24NO2 | wB97M-V/def2-TZVPD

Cartesian coordinates (Å):
C 5.93 -2.57 -0.31
C 6.34 -1.25 0.45
C 5.13 -0.47 1.14
C 3.98 -1.44 1.68
C 3.43 -0.79 3.00
C 2.15 -1.50 3.61
C 1.35 -2.40 2.61
C 1.93 -3.89 2.47
C 1.78 -4.35 0.95
C 0.47 -5.24 0.75
C -0.48 -4.66 -0.37
C -2.02 -4.67 0.04
C -2.45 -3.21 0.49
O -3.56 -2.68 -0.27
C -4.01 -1.50 0.32
O -4.89 -1.50 1.12
C -3.31 -0.18 -0.14
C -3.94 0.85 -0.95
C -3.15 2.02 -1.30
N -1.83 2.14 -0.89
C -1.06 3.34 -1.30
C -1.19 1.20 -0.13
C 0.31 1.32 0.33
C 1.26 0.67 -0.76
C 0.84 -0.78 -1.25
C -0.06 -0.81 -2.53
C 0.56 -0.10 -3.80
C 1.88 -0.79 -4.35
C 2.82 0.23 -5.13
C 4.19 0.32 -4.35
C 4.98 -1.05 -4.34
C -1.93 0.03 0.29
H 5.74 -3.37 0.45
H 6.82 -2.88 -0.93
H 5.04 -2.35 -0.95
H 6.80 -0.55 -0.33
H 7.14 -1.41 1.22
H 5.55 0.01 2.07
H 4.69 0.35 0.52
H 3.21 -1.58 0.88
H 4.39 -2.46 1.90
H 4.25 -0.89 3.77
H 3.21 0.30 2.80
H 1.44 -0.67 3.92
H 2.41 -2.02 4.57
H 0.32 -2.55 3.08
H 1.16 -1.93 1.62
H 3.01 -3.82 2.78
H 1.40 -4.59 3.17
H 1.77 -3.45 0.29
H 2.72 -4.91 0.69
H 0.86 -6.28 0.49
H -0.02 -5.34 1.76
H -0.40 -5.35 -1.26
H -0.12 -3.66 -0.69
H -2.11 -5.36 0.91
H -2.60 -4.97 -0.86
H -2.76 -3.31 1.57
H -1.52 -2.59 0.38
H -5.00 0.76 -1.27
H -3.56 2.89 -1.90
H -0.70 3.92 -0.41
H -0.19 3.08 -1.95
H -1.70 4.04 -1.90
H 0.43 0.86 1.35
H 0.60 2.40 0.42
H 2.26 0.55 -0.26
H 1.30 1.34 -1.65
H 0.30 -1.37 -0.46
H 1.80 -1.35 -1.42
H -0.25 -1.89 -2.82
H -1.08 -0.36 -2.38
H -0.22 -0.19 -4.62
H 0.68 1.00 -3.62
H 2.40 -1.23 -3.47
H 1.54 -1.63 -5.03
H 2.93 -0.16 -6.17
H 2.28 1.22 -5.12
H 3.95 0.55 -3.28
H 4.85 1.13 -4.77
H 5.93 -0.94 -3.75
H 5.19 -1.38 -5.39
H 4.40 -1.86 -3.82
H -1.42 -0.71 0.94
Cl -8.95 -0.66 3.52
C -7.49 -1.65 3.22
C -6.94 -2.26 4.49
Cl -6.25 -1.03 5.58
H -6.75 -1.02 2.73
H -7.78 -2.44 2.53
H -6.14 -2.95 4.25
H -7.71 -2.80 5.04
Cl -9.96 -2.39 6.45
C -10.55 -0.74 6.72
C -11.66 -0.69 7.75
Cl -13.16 -1.45 7.15
H -10.87 -0.33 5.77
H -9.70 -0.15 7.07
H -11.90 0.34 7.99
H -11.37 -1.20 8.67
Cl 1.71 1.15 6.02
C 0.65 2.52 5.62
C -0.80 2.09 5.48
Cl -1.06 1.07 4.04
H 1.02 2.98 4.71
H 0.74 3.24 6.43
H -1.43 2.96 5.37
H -1.14 1.53 6.35
Cl -0.51 1.35 9.33
C -0.03 -0.24 9.98
C 0.69 -1.08 8.95
Cl -0.39 -1.61 7.63
H -0.92 -0.74 10.35
H 0.63 -0.06 10.82
H 1.08 -1.99 9.41
H 1.53 -0.54 8.50
Cl -0.78 4.83 3.81
C -1.84 6.20 3.40
C -3.28 5.77 3.25
Cl -3.53 4.75 1.81
H -1.46 6.66 2.49
H -1.75 6.92 4.21
H -3.92 6.65 3.13
H -3.63 5.22 4.13
Cl 3.44 4.19 5.53
C 2.90 5.53 6.56
C 2.06 6.54 5.81
Cl 3.03 7.46 4.62
H 3.77 6.00 7.01
H 2.30 5.09 7.36
H 1.64 7.27 6.50
H 1.24 6.06 5.27
Cl -4.74 0.86 -6.72
C -3.14 0.10 -6.50
C -3.00 -0.55 -5.14
Cl -2.96 0.64 -3.82
H -2.38 0.87 -6.64
H -3.03 -0.64 -7.28
H -2.07 -1.11 -5.09
H -3.82 -1.25 -4.95
Cl 9.23 0.46 2.13
C 9.39 2.14 1.57
C 8.04 2.80 1.37
Cl 7.16 2.12 -0.02
H 9.98 2.15 0.66
H 9.95 2.68 2.34
H 8.18 3.87 1.16
H 7.41 2.71 2.25
Cl -0.69 0.44 -8.55
C -2.09 0.94 -9.54
C -1.68 1.47 -10.90
Cl -0.82 3.03 -10.78
H -2.65 1.69 -8.98
H -2.72 0.06 -9.67
H -2.56 1.63 -11.52
H -1.03 0.76 -11.42
Cl 2.32 -7.83 -1.42
C 3.21 -9.15 -0.61
C 3.36 -8.90 0.88
Cl 4.46 -7.54 1.22
H 4.17 -9.26 -1.10
H 2.64 -10.06 -0.77
H 3.78 -9.78 1.36
H 2.40 -8.69 1.34
Cl 5.13 1.58 -11.38
C 3.45 2.16 -11.59
C 2.52 1.62 -10.53
Cl 2.25 -0.13 -10.70
H 3.12 1.88 -12.59
H 3.49 3.25 -11.53
H 1.55 2.10 -10.61
H 2.91 1.81 -9.53
Cl -3.91 4.40 -3.06
C -5.32 4.88 -4.04
C -4.91 5.38 -5.41
Cl -4.07 6.95 -5.31
H -5.88 5.63 -3.49
H -5.95 3.99 -4.15
H -5.80 5.54 -6.02
H -4.26 4.68 -5.92

Properties
* net charge: +1
* LUMO level: -3.320 eV
* gap between HOMO and LUMO: 0.2991 Ha